Record 1
C2H16FO6Zr | ωB97M-V with the def2-TZVPD basis set

XYZ file:
```
26
Properties=species:S:1:pos:R:3
Zr -12.27 -26.27 -27.50
F -13.25 -27.91 -26.75
C -14.54 -29.61 -23.17
O -13.52 -28.87 -23.80
H -14.78 -29.25 -22.18
H -15.50 -29.54 -23.73
H -14.19 -30.67 -23.16
H -13.53 -29.05 -24.75
C -15.00 -30.67 -28.91
O -13.64 -30.19 -28.71
H -15.43 -30.96 -27.95
H -15.59 -29.92 -29.43
H -14.96 -31.54 -29.55
H -13.64 -29.46 -28.09
O -15.99 -28.17 -25.53
H -16.63 -27.78 -26.14
H -15.11 -27.98 -25.87
O -10.62 -27.59 -26.73
H -10.60 -27.88 -25.79
H -9.81 -27.97 -27.14
O -11.91 -28.08 -29.02
H -12.32 -28.99 -29.17
H -11.40 -27.88 -29.84
O -14.21 -25.50 -26.66
H -15.15 -25.54 -26.97
H -14.26 -25.18 -25.73
```

Total charge: +3
Energy above the lowest of the compared OMol25 structures with the same formula, charge and spin: 42.6 kcal/mol
Kohn-Sham gap: 2.8856 eV

Löwdin population analysis, charges in e, atoms 1 to 4: Zr 2.337; F -0.387; C -0.055; O -0.012

---

Record 2
C64H153BN11O27 | ωB97M-V with the def2-TZVPD basis set

XYZ file:
```
256
Properties=species:S:1:pos:R:3
O 2.13 -0.21 -2.04
C 1.54 0.22 -1.03
O 0.73 -0.44 -0.22
B 0.30 0.45 0.88
O 1.02 1.72 0.54
C 1.79 1.58 -0.50
O 2.64 2.38 -0.91
O 0.73 -0.10 2.19
C -0.36 -0.17 2.97
O -0.58 -0.60 4.14
C -1.60 0.31 2.10
O -1.13 0.60 0.84
O -2.73 0.48 2.51
C 4.96 -1.92 -6.58
O 5.50 -0.81 -5.86
C 4.76 -0.68 -4.70
C 5.35 0.45 -3.81
N 4.63 1.71 -4.14
C 4.85 2.83 -3.27
C 4.29 4.15 -3.94
O 4.42 5.25 -3.02
C 4.05 6.47 -3.66
H 5.06 -2.84 -6.00
H 5.40 -2.05 -7.57
H 3.93 -1.66 -6.84
H 4.86 -1.58 -4.09
H 3.69 -0.51 -4.86
H 6.38 0.64 -4.11
H 5.44 0.31 -2.73
H 4.86 2.01 -5.08
H 5.93 2.88 -3.12
H 4.51 2.72 -2.24
H 3.27 3.96 -4.28
H 4.77 4.26 -4.91
H 4.22 7.25 -2.92
H 3.03 6.50 -4.07
H 4.74 6.62 -4.49
C 2.75 -6.24 4.77
O 3.16 -5.00 4.07
C 2.10 -4.11 3.79
C 2.50 -3.07 2.72
N 2.82 -3.72 1.53
C 3.38 -2.74 0.61
C 3.85 -3.42 -0.74
O 5.09 -4.06 -0.59
C 5.63 -4.46 -1.82
H 1.74 -6.54 4.48
H 2.83 -5.99 5.83
H 3.34 -7.11 4.49
H 1.77 -3.61 4.70
H 1.19 -4.57 3.40
H 3.33 -2.47 3.10
H 1.67 -2.39 2.56
H 3.48 -4.46 1.71
H 4.31 -2.25 0.92
H 2.64 -1.98 0.36
H 3.79 -2.62 -1.48
H 3.21 -4.24 -1.03
H 4.89 -5.03 -2.39
H 6.53 -5.02 -1.58
H 5.90 -3.54 -2.34
C 10.84 -2.71 -0.09
O 9.52 -2.32 -0.42
C 9.11 -1.12 0.28
C 7.63 -0.68 -0.13
N 7.02 0.08 0.92
C 5.93 0.85 0.35
C 5.15 1.57 1.44
O 4.76 0.54 2.37
C 3.61 0.89 3.19
H 11.00 -2.82 0.98
H 11.59 -2.00 -0.43
H 11.06 -3.67 -0.56
H 9.80 -0.27 0.25
H 9.07 -1.36 1.34
H 7.14 -1.63 -0.37
H 7.78 -0.06 -1.01
H 6.52 -0.41 1.65
H 5.23 0.14 -0.09
H 6.27 1.57 -0.40
H 4.28 2.02 0.96
H 5.76 2.34 1.91
H 3.93 1.71 3.85
H 3.49 0.04 3.86
H 2.74 1.22 2.64
C -9.62 0.88 0.88
O -8.44 1.61 0.40
C -8.88 2.74 -0.40
C -7.62 3.69 -0.62
N -7.07 4.18 0.66
C -5.93 5.10 0.56
C -5.16 5.15 1.85
O -4.53 3.92 1.96
C -3.54 3.85 3.02
H -10.27 0.71 0.02
H -10.09 1.30 1.77
H -9.21 -0.05 1.27
H -9.61 3.36 0.13
H -9.30 2.45 -1.36
H -7.86 4.55 -1.25
H -6.86 3.15 -1.18
H -6.87 3.44 1.31
H -6.50 6.02 0.42
H -5.30 4.98 -0.32
H -5.64 5.47 2.78
H -4.40 5.91 1.65
H -2.74 4.57 2.81
H -3.08 2.86 3.02
H -3.89 4.20 3.98
C -1.27 -2.01 -7.16
O -0.51 -2.66 -6.08
C 0.27 -1.73 -5.36
C 0.97 -2.55 -4.29
N 1.97 -3.41 -4.93
C 2.38 -4.52 -4.13
C 3.24 -5.53 -4.88
O 2.67 -6.06 -6.07
C 3.34 -7.13 -6.69
H -1.86 -2.76 -7.69
H -0.64 -1.56 -7.93
H -2.04 -1.33 -6.80
H -0.22 -0.99 -4.73
H 0.97 -1.09 -5.89
H 0.23 -3.07 -3.68
H 1.56 -1.87 -3.68
H 1.41 -3.83 -5.66
H 1.52 -5.01 -3.67
H 2.88 -4.16 -3.23
H 3.47 -6.36 -4.21
H 4.17 -5.00 -5.07
H 3.16 -8.03 -6.11
H 4.40 -6.90 -6.59
H 2.98 -7.36 -7.70
C -4.70 -4.92 3.29
O -4.30 -4.03 2.25
C -3.21 -3.17 2.68
C -1.85 -3.73 2.23
N -1.81 -3.70 0.79
C -0.44 -4.13 0.41
C -0.07 -3.74 -1.01
O -1.04 -4.39 -1.95
C -0.98 -5.86 -1.90
H -5.01 -4.38 4.18
H -3.97 -5.68 3.55
H -5.50 -5.58 2.95
H -3.00 -3.26 3.75
H -3.33 -2.11 2.49
H -1.88 -4.76 2.60
H -1.00 -3.20 2.68
H -2.41 -4.43 0.44
H -0.22 -5.15 0.71
H 0.28 -3.61 1.04
H 0.93 -4.04 -1.30
H -0.07 -2.66 -1.16
H 0.05 -6.18 -2.06
H -1.40 -6.29 -2.81
H -1.51 -6.29 -1.05
C 1.56 6.32 7.64
O 1.55 5.38 6.63
C 2.82 5.29 5.94
C 2.68 4.33 4.77
N 1.86 4.85 3.68
C 1.73 3.94 2.51
C 0.85 4.72 1.53
O 1.44 6.00 1.18
C 2.58 5.88 0.30
H 2.33 6.35 8.41
H 0.64 6.28 8.22
H 1.52 7.31 7.20
H 3.52 4.88 6.67
H 3.17 6.28 5.64
H 2.24 3.43 5.21
H 3.66 3.97 4.45
H 1.96 5.82 3.38
H 1.22 3.03 2.81
H 2.77 3.86 2.19
H -0.08 4.89 2.06
H 0.62 4.12 0.65
H 2.34 5.17 -0.50
H 3.36 5.41 0.89
H 2.83 6.80 -0.23
C -6.31 0.11 -2.12
O -5.27 -0.73 -1.54
C -3.96 -0.34 -1.90
C -2.98 -1.41 -1.37
N -3.19 -2.71 -2.08
C -3.01 -2.64 -3.54
C -3.28 -4.01 -4.18
O -4.37 -4.61 -3.54
C -4.76 -5.87 -4.07
H -6.22 1.19 -1.97
H -7.31 -0.19 -1.82
H -6.33 0.00 -3.20
H -3.75 0.56 -1.31
H -3.82 -0.06 -2.95
H -3.07 -1.54 -0.29
H -1.94 -1.07 -1.38
H -2.29 -3.11 -1.84
H -1.99 -2.31 -3.72
H -3.58 -1.87 -4.05
H -2.42 -4.69 -4.21
H -3.47 -3.84 -5.24
H -5.37 -5.71 -4.96
H -5.27 -6.51 -3.34
H -3.84 -6.39 -4.33
C -5.96 -1.02 3.71
C -6.47 -0.19 2.59
C -6.44 1.34 2.96
O -7.39 1.54 4.00
C -7.76 2.88 4.13
N -5.68 -0.38 1.41
H -5.13 -0.46 4.11
H -5.74 -2.02 3.34
H -6.75 -1.04 4.46
H -7.53 -0.37 2.42
H -6.73 1.87 2.06
H -5.47 1.74 3.26
H -6.94 3.43 4.59
H -8.63 2.93 4.79
H -8.00 3.33 3.17
H -6.09 0.21 0.71
H -4.79 0.02 1.67
C -0.17 3.51 -4.70
C 0.17 2.47 -3.67
C -1.04 1.66 -3.13
O -2.15 2.53 -2.81
C -1.98 3.21 -1.57
N 1.21 1.59 -4.22
H -0.68 4.38 -4.28
H -0.76 3.10 -5.52
H 0.69 3.93 -5.21
H 0.58 2.99 -2.81
H -0.84 1.13 -2.20
H -1.35 0.91 -3.85
H -1.04 3.76 -1.66
H -1.96 2.50 -0.74
H -2.84 3.84 -1.41
H 2.11 2.04 -4.28
H 1.42 0.96 -3.45
C 0.19 2.22 5.86
C -1.06 3.08 5.67
C -2.16 3.06 6.72
O -2.62 1.72 6.95
C -3.58 1.20 6.04
N -0.60 4.40 5.34
H 0.76 2.16 4.93
H -0.07 1.22 6.22
H 0.77 2.69 6.64
H -1.42 2.70 4.71
H -2.96 3.68 6.32
H -1.87 3.55 7.65
H -4.40 1.83 5.69
H -3.95 0.28 6.50
H -3.01 0.85 5.18
H 0.13 4.35 4.65
H -0.08 4.78 6.11
```

Total charge: -1
Kohn-Sham gap: 7.7838 eV

Löwdin population analysis, charges in e, atoms 1 to 4: O 0.088; C -0.353; O 0.214; B -0.930

---

| no. | HOMO energy (eV) |
| --- | --- |
| 1 | -19.415 |
| 2 | -5.841 |